1.
A molecular structure, C36H57BrCl3GeMnN2O2PS. Source: OMol25; level of theory: ωB97M-V/def2-TZVPD.

The geometry in ORCA input format:
```
! wB97M-V def2-TZVPD RIJCOSX def2/J DEFGRID3
* xyz 2 6
Mn 1.1484 1.8475 -1.1941
C 2.1271 -5.4273 -3.2023
C 2.5970 -5.1168 -1.7824
C 4.0809 -5.5058 -1.6515
C 1.7563 -5.9415 -0.7903
C 2.4490 -3.6519 -1.4282
C 1.9083 -2.7137 -2.3353
C 1.7724 -1.4186 -1.9486
Br 1.0206 -0.1800 -3.1495
C 2.1871 -0.9444 -0.6404
O 2.0360 0.2694 -0.3180
C 2.7593 -1.9058 0.2810
C 2.8472 -3.2022 -0.1537
C 3.2335 -1.5697 1.6975
C 3.1654 -0.0910 2.0978
C 4.6997 -2.0148 1.8306
C 2.3560 -2.3602 2.6832
H 2.2588 -6.4916 -3.3930
H 2.7052 -4.8906 -3.9563
H 1.0682 -5.2033 -3.3446
H 4.1952 -6.5560 -1.9202
H 4.4528 -5.3836 -0.6347
H 4.7074 -4.9158 -2.3211
H 1.8628 -6.9992 -1.0308
H 0.6981 -5.6841 -0.8587
H 2.0787 -5.8032 0.2416
H 1.5971 -3.0291 -3.3195
H 3.2547 -3.9424 0.5194
H 3.7782 0.5390 1.4514
H 3.5594 -0.0127 3.1123
H 2.1439 0.2903 2.1017
H 5.3337 -1.4999 1.1072
H 4.8247 -3.0874 1.6902
H 5.0606 -1.7733 2.8307
H 1.3048 -2.0789 2.5848
H 2.6701 -2.1443 3.7049
H 2.4349 -3.4365 2.5335
Cl 4.6538 0.4535 -2.2556
Ge 3.5548 2.2706 -2.0216
Cl 3.0670 3.0071 -3.9686
Cl 4.8785 3.5929 -1.0108
S 0.8636 4.1887 -1.0096
C 2.1711 5.0360 -0.2360
N 2.6902 4.5592 0.9241
C 3.6709 5.1944 1.5950
C 4.1367 6.3789 1.0978
C 3.5397 6.8426 -0.0776
N 2.5898 6.1873 -0.7288
H 2.3067 3.6942 1.2849
H 4.0235 4.7220 2.5006
H 4.9153 6.9312 1.6003
H 3.8505 7.7826 -0.5188
O -0.6322 1.3157 -0.6546
P -2.1070 1.0887 -0.2945
C -2.3374 -0.7084 -0.2781
C -1.3321 -1.4913 0.5756
C -1.2723 -2.9442 0.0880
C -2.6558 -3.4724 -0.3333
C -3.7697 -2.7029 0.3654
C -3.7779 -1.2319 -0.0701
C -2.4681 2.0734 1.2075
C -3.6371 1.6440 2.1133
C -3.2770 0.5077 3.0647
C -2.0390 0.8386 3.8914
C -0.8573 1.2077 2.9993
C -1.2210 2.3569 2.0681
C -3.1212 1.7300 -1.6439
C -2.5510 3.0698 -2.1569
C -3.5691 3.7437 -3.0700
C -4.8141 4.1774 -2.2824
C -5.0708 3.2732 -1.0696
C -4.6428 1.8355 -1.3482
H -2.0581 -0.9065 -1.3261
H -1.6386 -1.4652 1.6218
H -0.3417 -1.0327 0.5279
H -0.8537 -3.5661 0.8825
H -0.5805 -3.0113 -0.7565
H -2.7330 -4.5375 -0.1165
H -2.7850 -3.3752 -1.4153
H -3.6419 -2.7726 1.4493
H -4.7412 -3.1454 0.1458
H -4.3127 -0.6397 0.6724
H -4.3317 -1.1295 -1.0056
H -2.7463 3.0225 0.7339
H -4.5300 1.4070 1.5345
H -3.8984 2.5239 2.7094
H -3.1031 -0.4132 2.5024
H -4.1257 0.3049 3.7194
H -1.7832 0.0045 4.5462
H -2.2641 1.6876 4.5449
H -0.5437 0.3405 2.4095
H 0.0031 1.4862 3.6133
H -0.3860 2.6270 1.4166
H -1.4566 3.2402 2.6694
H -2.9771 0.9876 -2.4390
H -1.6129 2.8900 -2.6883
H -2.3115 3.7406 -1.3236
H -3.8443 3.0415 -3.8617
H -3.1154 4.6003 -3.5682
H -5.6833 4.1622 -2.9411
H -4.7029 5.2101 -1.9483
H -6.1285 3.2926 -0.8060
H -4.5418 3.6539 -0.1915
H -5.1819 1.4669 -2.2232
H -4.9411 1.1813 -0.5296
*
```

Output
* orbital gap (spin up / spin down): 6.5 / 6.5 eV
* E_HOMO (spin up / spin down): -0.5114 / -0.5240 hartree
* ΔE to the lowest compared entry with this formula, charge and spin: 0.00 kcal per mole

***

2.
A molecular structure, C36H57Cl3N3PReS. Source: OMol25; level of theory: ωB97M-V/def2-TZVPD.

The geometry in ORCA input format:
```
! wB97M-V def2-TZVPD RIJCOSX def2/J DEFGRID3
* xyz 4 4
Re -0.4570 0.2652 0.5234
C 0.7643 -5.7739 0.7583
C 0.5079 -4.4937 1.7676
C 1.2502 -4.7943 3.0766
C 0.7645 -3.1564 1.1608
C 1.4102 -2.9138 -0.0646
C 1.6913 -1.6249 -0.4687
C 2.3367 -1.4224 -1.8219
C 3.7991 -1.9972 -1.8233
C 1.4582 -2.1415 -2.8940
C 1.4311 -0.4426 0.3302
C 0.9288 -0.7112 1.7643
C 0.5729 -2.0299 2.0529
C 1.5387 0.1114 2.9115
C 0.6851 -0.0724 4.1915
C 2.9966 -0.2099 3.3603
C 2.4809 0.6815 0.2835
C 3.8231 0.3785 0.4978
C 4.7998 1.3835 0.5610
C 4.4452 2.7134 0.2531
C 3.1330 2.9951 -0.1166
C 2.1532 2.0150 -0.1022
P 0.3324 2.4747 -0.3466
C -0.1769 4.0857 0.5889
C -1.5316 3.8657 1.2967
C 0.8228 4.4320 1.6696
C -0.5257 5.3582 -0.2388
C 0.2407 2.7763 -2.2840
C 0.6908 1.4939 -3.0667
C -1.1688 3.0951 -2.7934
C 1.3252 3.7936 -2.6012
H 0.3634 -6.7052 1.2915
H 1.8015 -6.0171 0.6149
H 0.2040 -5.6211 -0.2191
H -0.5614 -4.6264 1.8705
H 2.2132 -4.2317 3.1248
H 1.5848 -5.8563 3.1232
H 0.5850 -4.5925 3.9653
H 1.5115 -3.8143 -0.7409
H 2.5816 -0.3362 -2.1579
H 3.8055 -3.0891 -1.9668
H 4.3427 -1.7636 -0.9355
H 4.3333 -1.4750 -2.6428
H 1.3633 -3.2495 -2.8088
H 1.8444 -2.0087 -3.8882
H 0.4691 -1.7273 -2.8294
H 0.1509 -2.2814 3.0733
H 1.5510 1.1953 2.7069
H 0.9031 -1.0914 4.6363
H -0.3695 0.0989 3.9055
H 0.8650 0.6514 4.9672
H 2.8610 -0.2072 4.4112
H 3.8330 0.4437 3.1341
H 3.1136 -1.2767 3.2827
H 4.0971 -0.5820 0.8439
H 5.8601 1.1294 0.6969
H 5.1333 3.5476 0.3315
H 2.9889 4.0561 -0.3936
H -1.5229 2.9821 1.9379
H -2.3436 3.6562 0.5742
H -1.6357 4.8111 1.9205
H 1.0536 3.6576 2.4281
H 0.5043 5.2787 2.3174
H 1.8404 4.6248 1.2132
H -1.2938 5.1984 -1.0531
H 0.3304 5.7913 -0.7642
H -0.9028 6.0422 0.4921
H 0.1745 0.6011 -2.6421
H 1.7449 1.2646 -3.1542
H 0.4038 1.5899 -4.1358
H -1.7916 3.9078 -2.3559
H -1.7136 2.1626 -2.7503
H -1.0404 3.4108 -3.8635
H 2.4338 3.4789 -2.5347
H 1.3073 4.7256 -2.0471
H 1.2070 4.1619 -3.6574
Cl -4.5593 -2.0148 3.0041
C -4.2944 -0.2978 3.1960
Cl -5.5576 0.7736 2.6089
Cl -3.9353 0.0889 4.9358
C -3.0715 -0.0422 2.3969
N -2.0706 0.1113 1.7968
C -4.1355 0.9931 -1.4303
N -3.8993 -0.2557 -2.1864
C -3.3362 -0.0761 -3.5577
C -3.1981 -1.2355 -1.4826
S -1.4890 -0.8553 -1.0008
N -3.6802 -2.4323 -1.3188
C -3.0779 -3.5364 -0.6497
C -5.0538 -2.7402 -1.7555
H -4.5653 1.7563 -2.1149
H -3.2558 1.3213 -0.9176
H -4.8560 0.7664 -0.6822
H -2.3674 0.3949 -3.4747
H -4.0260 0.5247 -4.1432
H -3.2566 -1.1043 -3.9247
H -2.0281 -3.4774 -0.3704
H -3.0698 -4.3770 -1.3888
H -3.6525 -3.8179 0.3268
H -5.0845 -3.6838 -2.3404
H -5.4755 -1.8997 -2.4159
H -5.7110 -2.9334 -0.8585
*
```

Output
* orbital gap (spin up / spin down): 5.5 / 5.4 eV
* E_HOMO (spin up / spin down): -0.7122 / -0.7123 hartree

***

3.
A molecular structure, C36H57CoN4O7SiTe. Source: OMol25; level of theory: ωB97M-V/def2-TZVPD.

The geometry in ORCA input format:
```
! wB97M-V def2-TZVPD RIJCOSX def2/J DEFGRID3
* xyz -1 4
Co -0.1670 -0.0217 0.1678
O 0.5328 -2.3655 -0.6093
C 1.1653 -1.7241 -1.4416
N 2.1842 -2.2181 -2.2269
C 2.8154 -1.1298 -2.9432
C 1.7985 0.0182 -2.6238
O 1.8434 1.1107 -3.1756
N 0.9127 -0.4115 -1.7168
C 4.2103 -0.8084 -2.3929
C 4.6704 0.4983 -2.2739
C 5.9464 0.7518 -1.7900
C 6.7852 -0.2917 -1.4309
C 6.3399 -1.5984 -1.5645
C 5.0640 -1.8501 -2.0429
C 2.9131 -1.3792 -4.4415
C 3.3142 -0.3532 -5.2946
C 3.4400 -0.5819 -6.6547
C 3.1785 -1.8389 -7.1851
C 2.7851 -2.8640 -6.3402
C 2.6525 -2.6334 -4.9764
H 2.6842 -3.0210 -1.8866
H 4.0131 1.3160 -2.5351
H 6.2800 1.7759 -1.6825
H 7.7768 -0.0900 -1.0467
H 6.9818 -2.4252 -1.2888
H 4.7432 -2.8797 -2.1445
H 3.5116 0.6270 -4.8845
H 3.7422 0.2292 -7.3055
H 3.2789 -2.0148 -8.2486
H 2.5727 -3.8477 -6.7390
H 2.3146 -3.4289 -4.3269
C -2.2694 3.3102 4.4698
C -1.4355 2.0992 4.0652
C -0.6616 1.5684 5.2685
C -0.4840 2.4621 2.9356
O -2.3762 1.1184 3.6391
Si -2.1823 -0.3005 2.8140
O -1.7103 -0.1440 1.3134
O -3.6869 -1.0001 2.8887
C -4.9726 -0.4060 2.8792
C -5.9421 -1.5111 2.4718
C -5.3108 0.0973 4.2795
C -5.0330 0.7381 1.8694
O -1.2014 -1.2029 3.7694
C -0.7423 -2.5444 3.6588
C 0.7677 -2.4979 3.8499
C -1.4169 -3.3334 4.7768
C -1.0799 -3.1573 2.3066
H -1.6317 4.1071 4.8576
H -2.9873 3.0296 5.2416
H -2.8194 3.6919 3.6080
H 0.0653 2.3122 5.6035
H -0.1356 0.6520 5.0090
H -1.3451 1.3486 6.0907
H 0.1815 3.2702 3.2533
H -1.0505 2.7975 2.0652
H 0.1377 1.6182 2.6324
H -5.8409 -2.3553 3.1543
H -5.7150 -1.8591 1.4635
H -6.9759 -1.1588 2.4986
H -5.2761 -0.7347 4.9850
H -6.3125 0.5340 4.3019
H -4.5881 0.8473 4.5953
H -4.7511 0.3699 0.8842
H -4.3443 1.5358 2.1465
H -6.0452 1.1491 1.8187
H 1.0067 -2.0569 4.8199
H 1.2139 -1.8831 3.0678
H 1.1991 -3.5008 3.8034
H -1.1835 -2.8846 5.7435
H -1.0787 -4.3723 4.7800
H -2.4993 -3.3156 4.6430
H -0.5845 -2.6338 1.4921
H -2.1567 -3.1430 2.1301
H -0.7427 -4.1972 2.2893
C 0.2136 1.6850 -6.1572
Te -0.9080 1.8213 -4.3615
C -2.7155 2.2765 -5.4050
H 0.3751 2.6699 -6.5860
H -0.3203 1.0464 -6.8569
H 1.1654 1.2266 -5.9028
H -2.8884 1.5333 -6.1800
H -2.6718 3.2718 -5.8401
H -3.5367 2.2341 -4.6914
C -3.2897 0.2049 -1.4461
C -2.5438 1.4595 -1.1721
N -1.2628 1.5376 -0.9079
C -0.9734 2.8712 -0.7472
C -2.0958 3.6125 -0.9285
N -3.0904 2.6967 -1.2091
H -3.1635 -0.4707 -0.5979
H -2.8939 -0.2665 -2.3469
H -4.3535 0.4006 -1.5871
H 0.0295 3.2011 -0.5406
H -2.2778 4.6701 -0.8966
H -4.0637 2.8922 -1.3607
C 3.5248 -0.8318 1.2301
C 2.7056 0.4218 0.9242
C 3.2479 1.6249 1.6914
O 1.3708 0.2295 1.2298
H 4.5291 -0.7703 0.8007
H 3.0186 -1.7102 0.8244
H 3.6185 -0.9716 2.3110
H 2.8355 0.6385 -0.1532
H 3.0779 1.4784 2.7612
H 2.7300 2.5378 1.3905
H 4.3201 1.7643 1.5229
*
```

Output
* orbital gap: 7.2 eV
* E_HOMO: -0.1890 hartree
* ΔE to the lowest compared entry with this formula, charge and spin: 11.05 kcal per mole

***

4.
7 unconnected molecules or ions with the total composition C36H57F5NO18. Source: OMol25; level of theory: ωB97M-V/def2-TZVPD.

The geometry in ORCA input format:
```
! wB97M-V def2-TZVPD RIJCOSX def2/J DEFGRID3
* xyz -1 1
C -5.2785 -2.5442 0.1036
C -4.6370 -3.8536 -0.5981
C -3.0710 -3.6349 -0.7830
C -2.2340 -4.0425 0.5103
C -0.6721 -3.7115 0.3422
C -0.2850 -2.3758 1.1253
C 1.2450 -2.5343 1.6285
C 1.9580 -1.1114 1.7524
C 2.7460 -0.8598 3.1088
C 2.9436 0.6756 3.4839
C 3.1998 1.6386 2.2375
C 2.0836 2.7568 2.0059
C 0.5786 2.2431 2.0866
C -0.1410 1.9842 0.6856
C 0.0494 3.1232 -0.4056
C -0.7155 2.6519 -1.7636
N 0.2258 2.6967 -2.9091
C 0.3195 1.4490 -3.5791
F 0.8553 1.7386 -4.8886
F -0.9318 0.7895 -3.8217
C 1.4138 0.4381 -2.9239
F 1.0379 -0.9181 -3.0553
F 1.7623 0.7662 -1.6286
F 2.6115 0.5494 -3.6711
H -4.5146 -1.7029 0.2006
H -5.6632 -2.7681 1.1575
H -6.1329 -2.1574 -0.5497
H -4.8737 -4.7822 0.0034
H -5.0963 -3.9698 -1.6340
H -2.8872 -2.5308 -1.0207
H -2.6900 -4.2135 -1.6795
H -2.3184 -5.1721 0.6720
H -2.6163 -3.4931 1.4307
H -0.0634 -4.5728 0.7515
H -0.4889 -3.6102 -0.7784
H -0.2924 -1.5145 0.3813
H -0.9009 -2.1838 2.0529
H 1.7687 -3.0980 0.7808
H 1.3332 -3.1750 2.5556
H 2.7380 -1.0583 0.9157
H 1.1893 -0.3204 1.5110
H 3.7354 -1.4313 3.1648
H 2.1064 -1.3152 3.9457
H 2.0955 1.1121 4.1080
H 3.8630 0.7246 4.1534
H 3.3731 1.1080 1.2527
H 4.1727 2.2034 2.4590
H 2.2091 3.5141 2.8578
H 2.3513 3.3107 1.0596
H -0.0183 3.0725 2.6025
H 0.4284 1.3151 2.7169
H -1.2656 1.9476 0.9107
H 0.0938 0.9564 0.2411
H -0.3131 4.1316 -0.0343
H 1.1342 3.2692 -0.7270
H -1.5458 3.4085 -2.0012
H -1.1382 1.6272 -1.5290
C 6.2169 1.4221 8.1281
C 6.0316 2.6609 7.3013
O 5.1022 2.2459 6.3090
C 4.4141 1.1881 6.8179
O 3.4494 0.7076 6.3101
O 4.9715 0.7518 7.9815
H 6.4166 1.6453 9.1767
H 7.0127 0.7775 7.7443
H 5.5945 3.4846 7.8729
H 6.9613 3.0013 6.8445
C -3.9165 -2.1399 -5.0655
C -2.5979 -2.7052 -5.5027
O -2.4290 -3.8224 -4.6376
C -3.6649 -4.1993 -4.2182
O -3.8957 -5.2080 -3.6132
O -4.6068 -3.2854 -4.5737
H -4.4658 -1.6775 -5.8860
H -3.8126 -1.4145 -4.2542
H -2.6156 -3.0588 -6.5378
H -1.7793 -1.9945 -5.3851
C -8.6401 -5.6545 1.1378
C -9.4014 -4.4677 1.6510
O -8.5387 -3.9453 2.6535
C -7.2773 -4.3589 2.3545
O -6.2882 -3.9602 2.8987
O -7.2858 -5.2825 1.3567
H -8.8247 -5.8441 0.0800
H -8.8526 -6.5658 1.7044
H -9.5543 -3.7043 0.8830
H -10.3679 -4.7425 2.0745
C 2.4392 5.2451 -4.2235
C 3.3581 4.6704 -5.2564
O 3.4762 5.7323 -6.2018
C 3.1981 6.8874 -5.5455
O 3.3691 7.9829 -6.0050
O 2.7040 6.6469 -4.3067
H 2.6484 4.8683 -3.2231
H 1.3864 5.0682 -4.4552
H 4.3501 4.4419 -4.8559
H 2.9502 3.7742 -5.7237
C -1.7500 -9.0957 3.1893
C -2.6705 -7.9289 3.3992
O -1.7765 -6.8263 3.4666
C -0.6415 -7.1865 2.8100
O 0.2429 -6.4364 2.5364
O -0.6484 -8.5133 2.5048
H -2.2055 -9.8853 2.5908
H -1.3948 -9.5239 4.1312
H -3.3549 -7.7786 2.5594
H -3.2514 -8.0149 4.3180
C 4.7538 10.3635 -4.4361
C 5.8133 10.8763 -5.3641
O 6.3840 11.9556 -4.6306
C 6.1392 11.7211 -3.3129
O 6.6244 12.3452 -2.4166
O 5.2742 10.6870 -3.1487
H 4.5975 9.2911 -4.5345
H 3.7969 10.8752 -4.5691
H 6.5908 10.1335 -5.5636
H 5.4043 11.2238 -6.3129
*
```

Output
* orbital gap: 5.5 eV
* E_HOMO: -0.1368 hartree

***

Number 1: DFT total energy -260895.86627 eV. Number 2: DFT total energy -102502.01769 eV. Number 3: DFT total energy -111358.73447 eV. Number 4: DFT total energy -90187.72481 eV.